An isolated molecule of C4H4N2O2, computed with ωB97M-V/def2-TZVPD.

CARTESIAN COORDINATES (ANGSTROEM)
O 0.35059 2.14251 1.76224
N 0.42849 0.91594 1.82006
O 0.21735 0.37980 2.95347
C 0.25534 0.17055 0.49502
C 0.34671 -1.21949 0.20965
C -0.09313 -1.22615 -1.10218
C -0.37413 -0.05363 -1.58212
N -0.14375 0.98318 -0.60718
H 0.33794 -2.10015 0.87933
H -0.03910 -2.19335 -1.45534
H -0.64851 0.14001 -2.76618
H -0.63780 2.06078 -0.60677

Values from the calculation:
- total charge = 0
- Kohn-Sham gap (eV) = 8.7
- HOMO level (eV) = -9.412

A structure of composition C8H5Cl2GaLuNO3, computed with ωB97M-V/def2-TZVPD.

CARTESIAN COORDINATES (ANGSTROEM)
Ga 1.32554 1.99869 -4.16851
Lu 1.57078 -0.35789 0.42242
Cl -0.11638 0.35945 -4.27979
Cl 3.33754 0.19153 1.93675
C 1.76992 -2.56345 -0.27482
C 0.52329 3.40112 -5.22076
C 3.07636 1.58886 -3.54479
O 1.89512 -3.61209 -0.75500
O -0.16991 3.92758 -6.01227
O 4.14485 1.22245 -3.23946
C -2.46396 -0.64574 3.05400
C -1.14802 -0.56410 3.51011
C -0.11621 -0.48785 2.58671
N -0.39708 -0.41598 1.24967
C -1.68320 -0.50957 0.79546
C -2.72590 -0.62750 1.68500
H -3.27896 -0.73305 3.76876
H -0.91520 -0.60423 4.56660
H 0.92827 -0.40677 2.89062
H -1.81187 -0.48007 -0.28069
H -3.74499 -0.68139 1.31001

Values from the calculation:
- total charge = +4
- Kohn-Sham gap (eV) = 3.9
- HOMO level (eV) = -22.105

A cluster of 2 separate species, C3H7NO2 in total, computed with ωB97M-V/def2-TZVPD.

CARTESIAN COORDINATES (ANGSTROEM)
C 0.70148 0.41635 1.82353
C -0.15023 1.35391 1.01787
O 0.26523 2.03299 0.10305
H 1.61138 0.15687 1.27491
H 0.14241 -0.48630 2.07732
H 0.98234 0.93796 2.74584
H -1.21577 1.41264 1.31454
N -0.34402 -1.27391 -2.35783
C -0.35540 -0.74210 -1.11352
O -0.92193 -1.21975 -0.14666
H -0.01065 -0.70943 -3.12238
H -0.92812 -2.07114 -2.55806
H 0.22329 0.19191 -1.05861

Values from the calculation:
- total charge = 0
- Kohn-Sham gap (eV) = 10.8
- HOMO level (eV) = -9.805

Q: Which of these has the highest total charge?
A: C8H5Cl2GaLuNO3

Q: Which value of Kohn-Sham gap does entry 2 give?
A: 3.9 eV

Q: Which formula does entry 2 have?
A: C8H5Cl2GaLuNO3

Q: The highest total charge belongs to which entry?
A: C8H5Cl2GaLuNO3